{
  "formula": "C43H32AsCl5F6HfNO2P2",
  "method": "ωB97M-V/def2-TZVPD",
  "species": ["Hf", "C", "P", "C", "C", "C", "C", "C", "C", "C", "C", "C", "C", "C", "C", "C", "C", "C", "C", "C", "P", "C", "C", "C", "C", "C", "C", "C", "C", "C", "C", "C", "C", "N", "H", "H", "H", "H", "H", "H", "H", "H", "H", "H", "H", "H", "H", "H", "H", "H", "H", "H", "H", "H", "H", "H", "H", "H", "H", "H", "Cl", "C", "C", "Cl", "C", "Cl", "C", "O", "C", "O", "C", "Cl", "Cl", "C", "C", "C", "C", "C", "C", "C", "H", "H", "H", "H", "H", "H", "F", "As", "F", "F", "F", "F", "F"],
  "positions_angstrom": [[-0.012, 0.568, 0.077], [-1.616, -0.639, -3.106], [0.039, -0.681, -2.369], [1.210, -0.252, -3.686], [1.123, -0.793, -4.970], [1.994, -0.383, -5.964], [2.954, 0.583, -5.690], [3.033, 1.141, -4.424], [2.164, 0.729, -3.424], [0.341, -2.406, -1.823], [0.900, -3.339, -2.693], [1.165, -4.637, -2.283], [0.885, -5.021, -0.982], [0.351, -4.100, -0.096], [0.074, -2.802, -0.498], [-2.467, -1.054, -1.960], [-3.517, -1.940, -1.987], [-3.762, -2.302, -0.649], [-2.834, -1.628, 0.108], [-2.669, -1.672, 1.588], [-1.933, -0.069, 1.974], [-1.595, -0.025, 3.761], [-2.663, 0.008, 4.660], [-2.436, -0.004, 6.025], [-1.136, -0.057, 6.510], [-0.071, -0.103, 5.626], [-0.298, -0.088, 4.256], [-3.319, 1.121, 1.825], [-4.381, 0.948, 0.934], [-5.384, 1.904, 0.849], [-5.347, 3.037, 1.647], [-4.295, 3.213, 2.534], [-3.287, 2.266, 2.617], [-2.035, -0.814, -0.671], [-1.802, 0.359, -3.513], [-1.698, -1.350, -3.931], [0.361, -1.525, -5.206], [1.921, -0.811, -6.955], [3.635, 0.903, -6.467], [3.774, 1.898, -4.206], [2.240, 1.169, -2.435], [1.153, -3.048, -3.702], [1.597, -5.343, -2.978], [1.096, -6.029, -0.653], [0.159, -4.387, 0.930], [-0.385, -2.165, 0.273], [-4.011, -2.313, -2.869], [-4.516, -2.977, -0.277], [-3.614, -1.818, 2.114], [-1.974, -2.453, 1.918], [-3.681, 0.060, 4.289], [-3.272, 0.031, 6.710], [-0.956, -0.059, 7.577], [0.944, -0.142, 5.997], [0.544, -0.102, 3.584], [-4.429, 0.078, 0.294], [-6.198, 1.756, 0.152], [-6.133, 3.776, 1.580], [-4.253, 4.090, 3.167], [-2.468, 2.419, 3.302], [1.335, 6.414, 3.594], [1.363, 5.140, 2.436], [2.180, 5.234, 1.316], [3.182, 6.615, 1.083], [2.196, 4.203, 0.376], [3.175, 4.273, -1.041], [1.397, 3.095, 0.579], [1.236, 2.085, -0.292], [0.573, 2.996, 1.689], [-0.220, 1.931, 1.653], [0.555, 4.018, 2.630], [-0.444, 3.873, 4.029], [0.165, 7.632, -0.634], [-0.406, 6.020, -0.828], [0.029, 5.271, -1.925], [-0.402, 3.978, -2.065], [-1.290, 3.391, -1.120], [-1.678, 2.050, -1.244], [-1.714, 4.191, -0.026], [-1.281, 5.487, 0.115], [0.718, 5.711, -2.631], [-0.047, 3.375, -2.891], [-1.477, 1.547, -2.178], [-2.472, 1.634, -0.635], [-2.380, 3.757, 0.705], [-1.594, 6.091, 0.956], [2.122, -0.407, -0.619], [3.130, -0.703, 0.852], [1.454, -0.323, 1.591], [3.441, 0.977, 0.926], [3.789, -0.935, 2.408], [4.530, -1.003, -0.066], [2.629, -2.344, 0.788]],
  "forces_ev_per_a": [[-0.400, -0.501, 0.736], [0.143, -0.115, -0.318], [0.507, 0.163, 0.022], [-0.105, -0.041, -0.032], [-0.055, 0.049, 0.008], [0.019, 0.013, -0.007], [-0.006, 0.000, 0.018], [0.008, -0.009, -0.011], [0.095, 0.040, 0.121], [-0.180, -0.097, 0.230], [-0.006, 0.077, 0.068], [-0.030, 0.017, 0.046], [0.021, 0.009, -0.044], [-0.045, 0.045, 0.014], [0.044, -0.125, -0.133], [-0.108, -0.010, -0.110], [0.078, 0.068, -0.001], [0.085, 0.021, 0.085], [-0.218, -0.055, 0.072], [-0.048, 0.047, 0.186], [0.142, 0.340, 0.428], [-0.103, -0.223, 0.003], [-0.044, -0.056, -0.014], [0.010, -0.005, 0.002], [0.013, -0.010, 0.002], [-0.011, 0.013, 0.009], [0.024, 0.077, -0.010], [0.032, -0.078, -0.117], [0.067, 0.018, 0.045], [-0.018, 0.005, -0.012], [-0.017, -0.007, -0.014], [0.023, 0.025, 0.040], [-0.011, 0.059, 0.002], [0.080, -0.226, 0.127], [-0.010, -0.061, -0.084], [-0.042, 0.017, 0.029], [-0.015, -0.032, 0.014], [0.000, -0.008, -0.022], [0.011, 0.009, -0.018], [0.025, 0.025, -0.003], [-0.026, -0.004, -0.082], [0.015, 0.013, -0.066], [0.016, -0.016, -0.030], [0.005, -0.027, 0.008], [-0.016, -0.005, 0.018], [0.381, -0.129, -0.630], [-0.013, -0.008, -0.073], [-0.033, -0.046, 0.047], [-0.018, -0.041, -0.045], [-0.003, 0.005, 0.026], [0.015, -0.010, 0.014], [-0.020, -0.002, 0.017], [0.004, -0.002, 0.019], [0.025, 0.002, 0.010], [0.045, -0.009, -0.086], [0.000, -0.066, -0.037], [-0.008, -0.007, -0.003], [-0.015, 0.019, -0.006], [0.004, 0.019, 0.000], [0.015, 0.014, 0.009], [0.011, 0.029, 0.004], [-0.108, 0.003, 0.159], [0.165, 0.078, -0.146], [0.036, -0.019, 0.013], [0.146, -0.129, -0.054], [-0.008, -0.007, 0.035], [0.025, -0.112, -0.906], [0.441, 0.270, -0.310], [-0.466, 0.141, 0.104], [-0.240, 0.151, 0.421], [0.121, -0.214, 0.063], [-0.009, -0.009, -0.039], [-0.030, 0.025, -0.011], [-0.004, 0.011, 0.007], [-0.042, -0.013, -0.012], [-0.074, -0.011, 0.063], [0.132, 0.128, -0.004], [-0.084, 0.313, 0.046], [0.015, -0.011, -0.096], [-0.016, -0.001, -0.016], [0.005, 0.002, -0.013], [0.017, -0.010, -0.018], [0.011, 0.134, 0.046], [-0.081, 0.156, 0.025], [-0.052, -0.036, 0.076], [-0.007, 0.005, 0.018], [0.123, -0.066, 0.177], [0.009, -0.095, 0.081], [-0.216, -0.034, -0.175], [0.027, -0.140, 0.024], [-0.102, 0.036, -0.143], [-0.174, 0.004, 0.093], [0.097, 0.243, 0.020]],
  "homo_energy_ev": [-7.784, -7.784],
  "total_energy_ev": -210342.97085,
  "e_lumo_ev": [0.0, -2.4],
  "e_above_lowest_kj_mol": 34.16,
  "homo_lumo_gap_ev": [7.8055, 5.4000],
  "multiplicity": 2
}

{
  "formula": "C43H33CaCl5FN2O4PSi",
  "method": "ωB97M-V/def2-TZVPD",
  "species": ["Ca", "O", "C", "O", "C", "C", "C", "C", "C", "C", "P", "C", "C", "C", "C", "C", "C", "C", "C", "C", "C", "C", "C", "H", "H", "H", "H", "H", "H", "H", "H", "H", "H", "H", "H", "H", "H", "C", "Si", "C", "C", "N", "C", "C", "C", "C", "C", "C", "F", "H", "H", "H", "H", "H", "H", "H", "H", "H", "H", "H", "H", "H", "Cl", "C", "C", "C", "Cl", "C", "O", "C", "Cl", "C", "H", "H", "Cl", "C", "C", "C", "Cl", "C", "C", "C", "C", "N", "C", "C", "O", "H", "H", "H", "H"],
  "positions_angstrom": [[-0.200, -0.386, -1.114], [-1.792, 3.121, -2.371], [-1.876, 2.624, -1.247], [-1.580, 1.450, -0.867], [-2.461, 3.493, -0.123], [-3.346, 4.502, -0.505], [-4.008, 5.270, 0.436], [-3.779, 5.040, 1.789], [-2.878, 4.062, 2.171], [-2.197, 3.285, 1.231], [-1.012, 1.974, 1.808], [-2.281, 0.936, 2.671], [-3.101, 0.181, 1.828], [-4.064, -0.664, 2.351], [-4.222, -0.785, 3.726], [-3.415, -0.040, 4.569], [-2.455, 0.818, 4.045], [-0.167, 2.830, 3.207], [0.071, 4.205, 3.211], [0.932, 4.787, 4.132], [1.594, 4.005, 5.066], [1.392, 2.631, 5.058], [0.535, 2.054, 4.135], [-3.497, 4.645, -1.567], [-4.707, 6.036, 0.120], [-4.303, 5.616, 2.543], [-2.700, 3.888, 3.227], [-2.956, 0.239, 0.755], [-4.674, -1.251, 1.675], [-4.957, -1.470, 4.133], [-3.519, -0.128, 5.645], [-1.846, 1.394, 4.729], [-0.422, 4.838, 2.484], [1.087, 5.860, 4.109], [2.273, 4.456, 5.779], [1.922, 1.997, 5.760], [0.431, 0.975, 4.122], [0.256, -3.903, -1.841], [1.985, -3.195, -1.845], [3.000, -4.309, -0.702], [2.658, -3.419, -3.597], [1.971, -1.563, -1.330], [3.068, -0.832, -1.084], [4.421, -1.193, -1.338], [5.501, -0.381, -1.029], [5.333, 0.867, -0.448], [4.027, 1.290, -0.197], [2.982, 0.468, -0.519], [1.717, 0.970, -0.275], [0.329, -4.984, -2.001], [-0.388, -3.486, -2.619], [-0.255, -3.726, -0.891], [2.930, -5.349, -1.035], [2.597, -4.247, 0.314], [4.056, -4.038, -0.651], [2.551, -4.460, -3.919], [3.712, -3.144, -3.685], [2.097, -2.793, -4.297], [4.609, -2.152, -1.803], [6.500, -0.742, -1.253], [6.176, 1.499, -0.201], [3.802, 2.252, 0.249], [-1.767, -4.486, 5.643], [-1.525, -3.693, 4.092], [-0.414, -2.892, 3.903], [-0.247, -2.255, 2.689], [1.170, -1.263, 2.462], [-1.163, -2.354, 1.606], [-1.033, -1.718, 0.514], [-2.258, -3.227, 1.874], [-3.422, -3.458, 0.602], [-2.450, -3.873, 3.077], [0.317, -2.760, 4.688], [-3.318, -4.502, 3.219], [-2.914, -2.675, -4.945], [-1.451, -1.749, -5.154], [-0.849, -1.749, -6.414], [0.297, -1.047, -6.636], [1.042, -1.087, -8.227], [0.880, -0.272, -5.602], [2.030, 0.533, -5.779], [2.473, 1.311, -4.754], [1.778, 1.279, -3.530], [0.749, 0.505, -3.312], [0.274, -0.274, -4.325], [-0.914, -1.091, -4.035], [-1.413, -1.170, -2.875], [-1.302, -2.321, -7.213], [2.536, 0.521, -6.735], [3.343, 1.946, -4.856], [2.095, 1.904, -2.702]],
  "forces_ev_per_a": [[-0.150, 0.042, 0.261], [0.073, -0.117, 0.171], [-0.092, 0.099, 0.176], [0.137, -0.061, -0.164], [0.004, 0.070, -0.190], [0.000, 0.015, 0.039], [0.022, -0.026, -0.045], [0.014, -0.016, 0.015], [-0.010, 0.002, 0.051], [0.053, -0.042, 0.069], [-0.236, 0.020, 0.151], [0.153, -0.045, -0.148], [0.004, 0.021, -0.022], [-0.137, 0.088, 0.014], [0.016, 0.022, -0.024], [-0.003, -0.013, 0.024], [-0.019, 0.053, 0.070], [0.162, 0.034, -0.155], [-0.070, 0.057, 0.033], [-0.003, 0.000, 0.019], [-0.001, 0.019, -0.001], [0.009, -0.005, 0.011], [-0.017, -0.060, 0.044], [-0.009, 0.008, 0.010], [-0.002, -0.001, 0.009], [0.004, 0.007, -0.004], [-0.021, 0.003, -0.002], [-0.027, 0.028, 0.017], [0.012, 0.034, 0.046], [0.004, 0.006, 0.002], [-0.006, -0.008, -0.002], [0.048, 0.030, -0.002], [0.002, -0.017, -0.013], [0.017, -0.005, 0.003], [-0.008, -0.001, 0.005], [-0.007, 0.012, 0.006], [-0.022, -0.014, -0.044], [-0.104, 0.032, -0.008], [0.103, 0.141, 0.051], [0.002, -0.044, 0.035], [0.013, -0.008, -0.063], [-0.195, -0.002, 0.011], [0.167, 0.160, 0.028], [0.002, -0.077, -0.024], [0.031, -0.073, -0.039], [-0.079, 0.091, 0.047], [0.081, -0.031, -0.022], [-0.091, 0.042, 0.009], [-0.043, -0.176, -0.045], [-0.052, -0.002, 0.004], [0.053, 0.000, -0.011], [0.049, -0.037, 0.018], [0.012, -0.003, 0.031], [-0.015, -0.017, -0.015], [-0.005, 0.005, -0.022], [0.010, 0.010, -0.011], [-0.004, -0.006, 0.008], [-0.015, -0.014, 0.016], [0.001, 0.003, 0.010], [-0.004, 0.015, 0.003], [0.000, -0.012, -0.002], [0.026, 0.001, -0.009], [0.000, 0.023, -0.078], [-0.068, -0.072, 0.076], [-0.004, 0.032, -0.049], [0.108, -0.006, 0.100], [-0.120, -0.013, -0.060], [-0.041, 0.119, -0.150], [0.023, -0.065, 0.136], [0.069, -0.033, -0.038], [0.077, -0.077, -0.032], [0.061, 0.001, 0.018], [-0.012, 0.000, 0.000], [0.002, -0.007, 0.014], [0.028, 0.002, 0.021], [0.122, -0.121, -0.122], [-0.127, -0.073, 0.043], [0.181, 0.124, 0.060], [-0.046, -0.014, 0.022], [0.026, 0.007, -0.171], [-0.030, -0.054, -0.035], [-0.037, 0.040, 0.127], [0.108, 0.063, 0.093], [-0.298, -0.339, -0.238], [-0.100, 0.049, 0.000], [-0.027, 0.113, -0.043], [0.234, 0.061, -0.086], [0.007, 0.009, 0.002], [-0.003, 0.023, -0.008], [0.001, -0.004, -0.016], [0.028, -0.028, -0.017]],
  "homo_energy_ev": -2.319,
  "total_energy_ev": -157242.48869,
  "e_lumo_ev": 4.0,
  "e_above_lowest_kj_mol": 3.50,
  "homo_lumo_gap_ev": 6.3263,
  "total_charge": -2
}